Below is a gas-phase ion, C4H11N2 (charge +2), with properties calculated with ωB97M-V with the def2-TZVPD basis set.

```
17
Properties=species:S:1:pos:R:3:forces:R:3:lowdin_spin:R:1
C 1.416 -0.112 0.921 -2.3 -0.3 -1.5 0.0066
C 0.643 1.027 0.098 1.0 -0.8 -0.9 0.0122
C -0.732 0.655 -0.415 1.4 -2.7 -0.5 0.1600
C -1.871 0.592 0.382 -1.0 0.8 -0.4 0.4825
N -0.740 -0.070 -1.600 -0.6 2.8 2.5 0.2762
N 0.963 -1.564 0.538 -0.6 2.4 0.5 0.0043
H 0.999 0.015 1.913 1.2 -0.2 0.6 0.0003
H 2.470 -0.073 0.667 0.1 0.3 0.8 0.0002
H 1.294 1.150 -0.792 -0.4 0.8 0.5 0.0030
H 0.659 1.859 0.803 -0.1 0.3 -0.6 0.0003
H -2.752 0.023 0.056 0.3 0.2 0.3 0.0187
H -1.987 1.301 1.191 0.0 -0.2 0.3 0.0194
H -1.707 -0.270 -1.853 0.4 -0.4 -1.0 0.0037
H -0.074 0.333 -2.259 -0.2 -0.8 -0.6 0.0068
H -0.044 -1.545 0.700 0.0 -0.7 0.4 0.0044
H 1.435 -2.156 1.222 0.0 -0.8 -0.6 0.0001
H 1.036 -1.759 -0.460 0.8 -0.6 0.1 0.0013
```
Positions in Å, forces in eV/Å.

Values from the calculation:
Kohn-Sham gap (alpha / beta)   11.18 / 9.48 eV
LUMO energy (alpha / beta)   -0.32393 / -0.44591 hartree
2S+1   2
HOMO level (alpha / beta)   -20.0 / -21.6 eV
<S²>   0.7625
Charge   +2
Energy relative to the best compared isomer or geometry (same formula, charge and spin)   26.1 kcal/mol



Below is 2 unconnected molecules or ions with the total composition C4H11N2O, with properties calculated with ωB97M-V with the def2-TZVPD basis set.

```
18
Properties=species:S:1:pos:R:3:forces:R:3:lowdin_charge:R:1
C -0.853 -1.563 -1.886 -0.6 -0.3 0.0 -0.2055
N -0.953 -1.035 -0.555 0.1 0.1 0.1 -0.1410
C -1.427 -1.823 0.398 -0.2 -0.1 -0.6 -0.4760
N -1.413 -1.555 1.664 0.5 0.3 0.6 -0.0292
H -0.038 -2.299 -1.984 0.0 0.0 -0.2 0.0575
H -1.787 -2.056 -2.221 0.2 -0.1 0.0 0.0516
H -0.671 -0.751 -2.592 0.1 0.0 0.0 0.0581
H -0.098 0.100 -0.466 0.3 0.9 0.3 0.0222
H -1.925 -2.740 0.007 0.2 -0.2 0.2 0.0903
H -1.690 -2.341 2.240 -0.4 -0.1 -0.3 -0.0371
C 0.938 1.390 0.778 -0.8 -0.1 -0.9 -0.4110
O 0.534 1.015 -0.512 -0.1 -0.4 -0.1 -0.2149
C 1.788 2.636 0.654 0.8 -0.1 0.3 -0.1314
H 1.458 0.547 1.247 0.3 0.2 0.3 0.0979
H 0.050 1.614 1.386 0.1 0.0 0.2 0.0968
H 2.087 3.038 1.630 -0.1 0.0 0.0 0.0545
H 1.281 3.417 0.089 -0.2 -0.1 0.0 0.0591
H 2.717 2.408 0.121 -0.1 0.0 -0.1 0.0581
```
Positions in Å, forces in eV/Å.

Values from the calculation:
Kohn-Sham gap   7.37 eV
LUMO energy   0.15687 hartree
HOMO level   -3.1 eV
Charge   -1
Energy relative to the best compared isomer or geometry (same formula, charge and spin)   11.9 kcal/mol



Below is 2 unconnected molecules or ions with the total composition C4H11N2O, with properties calculated with ωB97M-V with the def2-TZVPD basis set.

```
18
Properties=species:S:1:pos:R:3:forces:R:3:lowdin_charge:R:1
C 1.038 -0.714 -1.568 -0.1 -0.2 0.1 -0.5441
O 0.667 -1.693 -0.714 0.0 0.1 0.0 -0.3718
C 0.049 0.465 -1.605 0.0 -0.1 0.0 -0.3195
N 0.489 1.525 -2.527 0.1 0.1 -0.1 -0.0491
H 2.038 -0.263 -1.345 0.0 0.0 0.0 0.0794
H 1.128 -1.062 -2.639 0.0 0.0 0.0 0.0748
H -0.941 0.064 -1.859 0.0 0.0 0.0 0.0942
H -0.014 0.872 -0.593 0.0 0.1 0.0 0.0863
H 0.602 1.120 -3.452 0.0 0.0 0.0 0.0390
H -0.211 2.252 -2.614 0.0 0.0 0.0 0.0325
C -0.638 -1.255 1.950 -0.1 0.1 0.1 -0.1600
C -0.671 0.885 2.853 -0.2 0.0 0.0 -0.1337
N -1.285 0.030 2.164 0.2 -0.1 0.0 -0.0930
H -1.400 -2.034 1.930 0.0 0.0 0.0 0.0607
H 0.085 -1.484 2.745 0.1 0.0 0.0 0.0613
H -0.120 -1.270 0.962 -0.1 -0.1 0.0 0.0398
H -1.118 1.868 2.993 0.1 0.0 0.0 0.0428
H 0.303 0.693 3.320 0.0 0.0 0.0 0.0604
```
Positions in Å, forces in eV/Å.

Values from the calculation:
Kohn-Sham gap   6.52 eV
LUMO energy   0.14665 hartree
HOMO level   -2.5 eV
Charge   -1
Energy relative to the best compared isomer or geometry (same formula, charge and spin)   41.3 kcal/mol



no.,maximum force (eV Å⁻¹)
1,3.79
2,1.20
3,0.20